4 unconnected molecules or ions with the total composition C29H64Br2N9O4S3 in a non-equilibrium geometry. Source: OMol25; level of theory: wB97M-V/def2-TZVPD.

Calculated values
* total charge: +1
* electronic energy: -225289.42040 eV
* HOMO-LUMO gap: 7.5 eV
* lowest unoccupied orbital energy: -3.199 eV

Geometry as XYZ:
```
111
Properties=species:S:1:pos:R:3:forces:R:3:lowdin_charge:R:1
C -1.9813 -0.2352 -2.1340 0.37 0.27 0.43 -0.0768
C -1.2429 -1.0415 -0.9454 -0.54 0.40 -1.51 -0.2196
N -0.9167 -0.0520 0.1194 1.02 -0.23 0.44 -0.2848
C -1.3340 -0.4702 1.4763 -0.13 -0.72 1.40 -0.2870
C -0.7725 -1.8759 1.9844 0.21 -0.43 0.86 -0.1115
C 0.4561 0.4386 0.0539 0.81 -0.04 0.45 -0.9644
S 1.8436 -0.4218 0.3664 -1.67 0.80 -0.13 0.7176
S 0.6754 2.2215 -0.4852 -0.72 -0.71 0.92 0.8048
C 1.4307 3.1288 0.9781 0.39 -0.24 0.29 -0.4366
C 0.6893 4.5389 1.1148 0.67 -0.26 -0.01 -0.2248
C 0.1884 4.8557 2.6119 0.49 0.65 -0.50 -0.1011
C -0.7587 3.7351 3.2040 -1.27 -1.09 -1.80 -0.1896
N -0.7075 3.3770 4.6420 0.00 -2.60 1.54 -0.0138
C 0.6099 3.2100 5.2995 0.84 0.08 -0.04 -0.1105
C 1.5892 2.1575 4.6043 1.22 0.34 0.70 -0.2056
O 0.9594 0.9342 4.1875 -0.10 0.89 -0.18 -0.0920
C -1.7197 2.3779 4.8614 0.47 3.95 -2.73 -0.1708
N -1.7044 1.3556 5.6929 0.05 1.47 -1.36 0.0605
N -2.8349 0.5284 5.7296 -0.68 -1.35 0.01 0.0826
N -2.7558 2.7517 3.8895 0.86 -1.03 1.94 0.1403
C -2.3599 3.9411 3.1051 2.21 0.63 -0.76 -0.4150
N -2.5233 5.3099 3.6996 -3.06 -0.77 4.47 0.0909
C -3.2223 5.3074 4.7630 -0.60 -0.08 -1.08 -0.6372
S -4.3245 5.1999 5.9939 2.79 0.41 -2.71 0.7088
C -2.9732 4.1282 1.6448 -0.15 0.27 -0.24 -0.5698
Br -3.0296 2.4037 0.6370 0.54 0.84 0.72 0.8018
C -4.4159 4.8301 1.6123 -0.89 -0.64 -0.62 -0.6988
C -5.5561 4.0169 0.8453 -0.94 0.80 0.73 -0.2381
Br -4.2408 6.5736 0.6164 0.04 -0.82 0.69 0.6601
H -3.1022 -0.4370 -2.1108 1.51 0.16 -0.32 0.0767
H -1.8426 0.8803 -1.9328 -0.17 -1.46 -0.32 0.0473
H -1.5001 -0.4559 -3.1371 -0.92 0.10 1.12 0.0775
H -0.2926 -1.5224 -1.3430 -1.20 0.36 0.59 0.1080
H -1.9585 -1.8396 -0.5812 1.09 0.89 -0.10 0.1129
H -2.4787 -0.5130 1.5451 1.57 0.19 -0.51 0.1070
H -1.0271 0.3101 2.2637 -0.40 -0.79 -1.30 0.0874
H -0.5409 -2.6275 1.1706 -0.38 1.07 0.75 0.0696
H -1.5368 -2.3821 2.6743 0.96 0.79 -0.95 0.0815
H 0.1852 -1.7591 2.6029 -1.30 -0.09 -0.97 0.0599
H 2.5613 3.2511 0.8548 -1.61 -0.23 -0.04 0.0948
H 1.2654 2.4445 1.8655 0.16 0.92 -1.00 0.0278
H -0.1375 4.5810 0.3417 0.75 -0.02 1.10 0.0826
H 1.4545 5.3347 0.8042 -1.24 -0.96 0.61 0.1291
H -0.2982 5.8915 2.5557 0.33 -1.60 0.41 0.1307
H 1.1412 5.0207 3.2287 -1.47 -0.50 -0.63 0.1223
H -0.6457 2.7349 2.6432 0.34 1.50 0.36 0.1340
H 0.4737 2.9536 6.4020 -0.06 0.37 -1.43 0.1351
H 1.1353 4.2262 5.2590 -0.79 -1.43 0.24 0.1384
H 2.3617 1.8630 5.4022 -1.07 0.48 -1.11 0.1397
H 2.1961 2.6759 3.7878 -1.02 -0.81 0.83 0.1228
H 0.9054 0.8594 3.2151 0.23 0.15 0.56 0.0481
H -0.8978 1.1883 6.3025 -0.52 -0.04 -0.49 0.1800
H -2.5621 -0.4280 6.0195 0.04 0.90 0.00 0.1250
H -3.1783 0.3979 4.7638 0.36 0.24 0.43 0.1043
H -3.7255 2.6670 4.2044 0.39 -0.07 -0.13 0.1362
H -2.2720 4.8039 1.0447 -0.85 -1.12 1.09 0.0663
H -4.8351 5.1070 2.6251 0.84 -0.32 -1.10 0.0804
H -5.7804 3.0290 1.3723 0.55 1.19 -0.90 0.0713
H -5.3786 3.9113 -0.2656 0.05 -0.10 1.45 0.0679
H -6.5177 4.6349 0.9540 1.40 -0.78 -0.15 0.0877
C 5.2197 2.3868 -3.3770 0.17 -0.23 0.02 -0.0692
C 3.7211 2.5035 -3.1163 0.22 0.31 -0.13 -0.4262
C 2.9322 3.0901 -4.3039 -0.26 0.01 0.20 -0.1999
O 3.0548 4.5000 -4.4498 0.06 -0.40 -0.18 -0.1919
C 4.2258 4.9226 -5.1302 -0.10 0.30 0.16 -0.1033
N 3.5096 3.2838 -1.8911 -0.23 0.22 -0.01 0.0345
H 5.7319 3.3485 -3.3209 -0.11 -0.01 -0.02 0.0650
H 5.6842 1.7359 -2.6314 -0.08 0.09 -0.03 0.0765
H 5.4138 1.9529 -4.3616 -0.01 0.05 0.04 0.0806
H 3.3441 1.4892 -2.9441 -0.12 0.07 -0.01 0.1314
H 1.8677 2.9063 -4.1235 0.03 0.11 0.03 0.1183
H 3.1789 2.5800 -5.2426 0.16 0.03 0.00 0.1204
H 4.5203 4.2226 -5.9171 0.01 -0.05 0.07 0.0921
H 5.0439 5.0641 -4.4211 0.16 -0.08 -0.14 0.0741
H 4.0175 5.8908 -5.5889 -0.09 -0.08 0.02 0.0889
H 2.5146 3.2764 -1.6698 0.23 -0.13 -0.09 -0.0222
H 3.6998 4.2599 -2.1179 0.13 -0.12 0.01 0.0748
C -3.1421 -6.6437 -3.1925 0.03 -0.09 -0.27 -0.0696
C -3.9024 -5.4807 -2.5628 0.21 -0.24 0.26 -0.4281
C -2.9862 -4.4370 -1.8928 -0.25 0.11 0.05 -0.2137
O -2.4701 -4.8342 -0.6266 0.13 0.24 -0.34 -0.2067
C -1.3242 -5.6699 -0.6929 -0.08 -0.08 0.26 -0.0994
N -4.8938 -6.0143 -1.6201 0.09 0.34 0.10 0.0394
H -2.7726 -7.3542 -2.4513 -0.04 0.10 0.03 0.0652
H -3.7955 -7.2013 -3.8683 0.01 0.07 0.12 0.0795
H -2.2903 -6.2850 -3.7769 -0.02 -0.02 0.05 0.0785
H -4.4392 -4.9718 -3.3705 0.02 0.08 0.10 0.1360
H -3.5856 -3.5411 -1.6960 -0.02 -0.07 0.09 0.1115
H -2.1745 -4.1247 -2.5614 0.09 -0.14 -0.02 0.1188
H -0.6774 -5.4165 -1.5378 -0.04 -0.01 -0.03 0.0860
H -1.6248 -6.7182 -0.7442 0.15 -0.05 -0.13 0.0769
H -0.7560 -5.5360 0.2299 -0.06 0.08 -0.03 0.0849
H -5.4636 -5.2443 -1.2746 -0.08 -0.12 -0.11 0.0708
H -4.3870 -6.3286 -0.7934 -0.07 -0.10 -0.13 0.0698
C 5.1315 -5.8329 -1.9987 0.26 -0.07 -0.07 -0.0720
C 3.8047 -6.4835 -2.3778 -0.02 0.35 0.24 -0.4284
C 2.8627 -5.5491 -3.1633 -0.16 -0.32 -0.03 -0.2002
O 2.2004 -4.5755 -2.3620 0.20 0.06 -0.30 -0.2051
C 2.9726 -3.4198 -2.0807 -0.26 -0.06 0.24 -0.1066
N 3.1628 -7.0004 -1.1622 -0.26 0.06 -0.21 0.0388
H 5.0335 -5.1327 -1.1673 -0.09 -0.03 -0.05 0.0632
H 5.8516 -6.5945 -1.6889 -0.13 0.05 0.00 0.0788
H 5.5624 -5.2965 -2.8486 -0.03 -0.01 0.05 0.0793
H 4.0369 -7.3331 -3.0285 -0.13 0.04 -0.01 0.1367
H 2.0658 -6.1623 -3.5966 -0.03 0.07 0.10 0.1200
H 3.3780 -5.0725 -4.0056 0.10 0.09 0.09 0.1194
H 3.6269 -3.1476 -2.9137 0.04 -0.08 0.02 0.0946
H 3.5568 -3.5701 -1.1705 0.18 0.13 -0.07 0.0761
H 2.2843 -2.5918 -1.8963 -0.05 -0.06 -0.06 0.0542
H 2.3271 -7.5176 -1.4289 0.14 -0.10 0.05 0.0699
H 2.7968 -6.1991 -0.6493 0.14 -0.08 0.02 0.0655
```
Positions in Å, forces in eV/Å.